Density functional theory data (ωB97M-V/def2-TZVPD) for a molecular structure, C16H12ClN3O7Pr.

Last column: Löwdin charge in e.
Positions of all 40 atoms, in Å:
1 C 0.14625 1.80655 -0.63544  -0.169
2 C 0.52498 1.06245 -1.78188  -0.254
3 C 1.81342 0.48507 -1.51073  -0.252
4 H -0.04680 0.95341 -2.70650  0.095
5 C 2.19547 0.85562 -0.19120  -0.180
6 C 1.18331 1.69734 0.34104  -0.156
7 H 1.26187 2.29067 1.26122  0.091
8 H -0.72277 2.43950 -0.54236  0.088
9 H 2.41402 -0.08371 -2.20728  0.079
10 H 3.12210 0.61764 0.30738  0.087
11 Pr 0.04533 -1.38087 -0.43456  0.915
12 Cl -2.28718 -0.72711 -1.13205  0.100
13 C -0.30589 -3.31198 -2.15114  -0.315
14 C 1.11597 -3.38005 -1.91709  -0.269
15 C 1.74507 -2.55054 -2.89295  -0.169
16 H 1.61874 -4.09663 -1.26426  0.096
17 C 0.74027 -1.96109 -3.69752  -0.139
18 C -0.52154 -2.38276 -3.21403  -0.205
19 H -1.46923 -2.19241 -3.71774  0.097
20 H -1.07067 -3.89937 -1.63992  0.103
21 H 2.81161 -2.55017 -3.13990  0.101
22 H 0.91035 -1.42896 -4.63994  0.102
23 O -2.16797 1.17481 7.01368  0.043
24 N -0.98551 1.40552 6.68361  -0.334
25 O -0.28351 2.27861 7.23887  0.038
26 C -0.40701 0.68871 5.57261  -0.143
27 C -1.17795 -0.26429 4.84878  0.107
28 C -0.74045 -0.75542 3.60486  -0.034
29 C 0.56852 -0.37973 3.06019  -0.247
30 O 0.94408 -0.70648 1.88182  -0.127
31 C 1.35499 0.44949 3.90791  -0.061
32 C 0.86994 1.03284 5.08592  0.098
33 N 2.67848 0.82959 3.41125  -0.323
34 O 2.98491 2.02768 3.49801  0.057
35 O 3.42901 -0.02777 2.95390  0.087
36 N -1.58389 -1.66644 2.86723  -0.246
37 O -2.49499 -2.23286 3.47706  0.087
38 O -1.32608 -1.94838 1.64035  -0.113
39 H -2.12162 -0.60296 5.26408  0.127
40 H 1.48734 1.71296 5.69682  0.141

As for the gap between HOMO and LUMO (alpha / beta): 0.19448 / 0.19670 Ha. The LUMO energy (alpha / beta) comes out at 0.71 / 0.70 eV. As for the max |F|: 3.1 eV/Å. As for the multiplicity: 3. The value obtained for the total energy is -2284.92714 hartree. The HOMO energy (alpha / beta) comes out at -4.6 / -4.6 eV. The net charge is -1.

***

Density functional theory data (ωB97M-V/def2-TZVPD) for a single C3H3N3O molecule.

Last column: natural (NBO) charge in e.
Positions of all 10 atoms, in Å:
1 O -1.77945 -0.20417 1.07233  -0.570
2 C -0.76288 -0.34927 0.28740  0.646
3 C 0.15579 -1.45251 0.21491  -0.347
4 N 1.47584 -1.06836 0.18752  -0.105
5 N 1.74567 0.22423 0.16031  -0.281
6 C 0.79517 0.97905 -0.38895  0.186
7 N -0.47505 0.55599 -0.65362  -0.571
8 H -2.24171 0.61729 0.80689  0.507
9 H -0.02669 -1.22616 -0.97528  0.320
10 H 1.07912 1.96548 -0.74944  0.215

As for the gap between HOMO and LUMO (alpha / beta): 0.30617 / 0.30619 Ha. The energy above the lowest of the compared OMol25 structures with the same formula, charge and spin is 585.6 kJ/mol. The LUMO energy (alpha / beta) comes out at -0.51 / -0.51 eV. As for the max |F|: 2.8 eV/Å. The SMILES is Oc1cnncn1. The value obtained for the total energy is -355.41685 hartree. The HOMO energy (alpha / beta) comes out at -8.8 / -8.8 eV.

***

Among the records above, which one has the highest max |F|?
C16H12ClN3O7Pr

***

max |F| of number 2 (C3H3N3O)?
2.8 eV/Å

***

Among the records above, which one has the lowest max |F|?
C3H3N3O

***

Among the records above, which one has the lowest max |F|?
C3H3N3O